1.
This record from OMol25 describes a structure of composition H20KrO10. The level of theory is ωB97M-V/def2-TZVPD.

The calculation puts the relative energy (zero: lowest compared OMol25 entry of this formula, charge and spin) at 0.829 eV. The HOMO energy comes out at -0.37672 hartree. The value obtained for the HOMO-LUMO gap is 9.6 eV.

Last column: Mulliken charge in e.
CARTESIAN COORDINATES (ANGSTROEM)
Kr  0.3568  -0.3737  0.5657  -0.009
O  0.9704  3.0447  -0.8867  -0.638
H  0.0336  3.0262  -1.0824  0.292
H  1.3530  2.4016  -1.4836  0.404
O  2.4766  2.7808  1.7328  -0.592
H  2.9134  1.9455  1.5663  0.275
H  1.9087  2.9103  0.9732  0.337
O  0.0729  -3.8184  1.9549  -0.660
H  -0.7233  -3.4164  2.3024  0.302
H  0.7867  -3.3177  2.3500  0.312
O  -2.5837  -0.9902  -1.9648  -0.651
H  -3.1669  -0.3854  -2.4233  0.316
H  -1.7118  -0.7853  -2.3024  0.291
O  -0.2908  2.5570  3.4964  -0.641
H  -0.9897  2.4418  2.8526  0.380
H  0.4585  2.0932  3.1228  0.289
O  0.8104  -4.2116  -0.7466  -0.653
H  0.7840  -3.4528  -1.3295  0.419
H  0.5607  -3.8651  0.1100  0.335
O  -2.2075  2.4334  1.3850  -0.652
H  -2.0171  2.7891  0.5170  0.280
H  -2.1791  1.4839  1.2668  0.343
O  0.8033  -1.9848  -2.3703  -0.648
H  1.2887  -2.3525  -3.1089  0.290
H  1.3904  -1.3245  -2.0023  0.315
O  2.0151  0.8820  -2.0675  -0.728
H  2.9230  1.0911  -1.8479  0.327
H  1.9245  1.1400  -2.9848  0.330
O  -2.7724  -0.5776  0.9605  -0.607
H  -2.7361  -0.8066  0.0318  0.372
H  -2.4522  -1.3580  1.4128  0.269

---

2.
This record from OMol25 describes a structure of composition C5H10N2. The level of theory is ωB97M-V/def2-TZVPD.

The calculation puts the relative energy (zero: lowest compared OMol25 entry of this formula, charge and spin) at 4.832 eV. The HOMO energy (alpha / beta) comes out at -0.27377 / -0.27385 hartree. The value obtained for the HOMO-LUMO gap (alpha / beta) is 6.8 / 6.8 eV.

Last column: Mulliken charge in e.
CARTESIAN COORDINATES (ANGSTROEM)
C  -0.2661  -0.2059  1.0435  -0.031
C  0.7962  1.1009  -1.4885  -1.148
C  -1.6942  0.1782  1.1517  -1.259
C  0.1184  -1.0876  -0.0524  0.197
C  1.1871  0.3712  -0.2404  0.771
N  -0.6029  -1.4465  -1.1023  -0.791
N  2.3439  0.5268  0.2304  -0.720
H  -1.4791  -1.9413  -0.9470  0.197
H  2.5635  -0.0523  1.0390  0.253
H  0.3556  -0.1523  1.9323  0.358
H  0.8060  -1.8360  0.3904  0.271
H  -0.2842  1.2438  -1.5169  0.250
H  1.3333  2.0447  -1.5544  0.412
H  1.0562  0.5007  -2.3601  0.269
H  -2.3010  -0.7221  1.3159  0.291
H  -1.8698  0.8899  1.9558  0.383
H  -2.0629  0.5876  0.2030  0.297

---

> Among the records above, which one has the highest relative energy (zero: lowest compared OMol25 entry of this formula, charge and spin)?

C5H10N2